This record from OMol25 describes a molecular structure, C2HNO4. The level of theory is ωB97M-V with the def2-TZVPD basis set.

Element x y z (Å)
C -0.005194 -0.639589 -1.301482
C -0.104309 -0.633805 0.233767
N 0.126494 1.116599 1.038498
O 0.982570 -0.751222 -1.936383
O 0.203059 2.145792 0.418119
O 0.164453 0.921712 2.218722
O -0.226382 -1.441110 1.060459
H -1.140691 -0.718378 -1.731700

Atomic forces in eV per Å
-2.824 -1.125 0.264
-1.563 0.254 -1.904
2.863 1.193 1.067
0.665 0.817 -0.417
-0.936 -0.505 -0.825
-0.858 -0.249 0.225
0.195 -0.637 0.732
2.459 0.252 0.858

Computed properties:
- F_max (eV/Å) = 3.3
- energy relative to the best compared isomer or geometry (same formula, charge and spin) (kcal/mol) = 26.9
- E (Eh) = -432.25067
- frontier orbital gap (spin up / spin down) (eV) = 6.20 / 7.96
- 2S+1 = 3